DFT (ωB97M-V/def2-TZVPD) results for the molecule C22H26N2O3 in a non-equilibrium geometry.

```
53
C22H26N2O3, DFT ωB97M-V/def2-TZVPD
C 2.31 -7.18 1.43
C 1.57 -5.82 1.17
C 0.50 -5.74 0.14
C -0.11 -4.65 0.04
C 0.33 -3.57 0.81
N -0.44 -2.41 0.65
C -0.67 -1.24 1.29
O 0.25 -0.98 2.09
C -1.63 -0.31 0.89
N -1.78 -0.46 -0.55
C -3.14 -0.01 -1.04
C -3.14 1.43 -2.01
C -1.90 2.09 -1.46
C -1.71 3.43 -1.48
C -0.71 4.04 -1.02
C 0.48 3.38 -0.96
C 0.44 1.97 -0.98
C -0.67 1.30 -1.72
C -0.81 -0.04 -1.54
O 1.82 3.98 -0.56
C 1.71 5.01 0.16
C 1.67 6.32 -0.56
C 0.57 6.20 -1.50
O -0.57 5.51 -1.24
C 1.16 -3.72 1.95
C 1.88 -4.89 2.24
C 2.93 -4.97 2.96
H 2.20 -7.63 2.31
H 2.00 -7.99 0.59
H 3.38 -6.91 1.05
H 0.31 -6.85 -0.35
H -0.95 -4.66 -0.83
H -1.23 -2.32 -0.01
H -2.49 -0.27 1.30
H -1.20 0.86 1.00
H -3.47 -0.75 -1.74
H -3.85 -0.03 -0.36
H -4.09 1.86 -1.45
H -3.02 1.09 -2.90
H -2.67 4.21 -1.36
H 1.46 1.41 -0.85
H -0.84 -0.39 -2.46
H 0.00 -0.62 -1.27
H 2.70 5.00 0.78
H 0.84 4.77 1.05
H 1.25 7.14 0.26
H 2.64 6.68 -0.92
H -0.06 7.20 -1.92
H 0.79 5.74 -2.19
H 1.27 -2.98 2.38
H 3.89 -5.22 2.55
H 3.00 -3.94 3.61
H 2.50 -5.81 3.74
```

Properties
Energy relative to the best compared isomer or geometry (same formula, charge and spin)   2039.8 kJ/mol
SMILES   Cc1ccc(NC(=O)CN2CCc3cc4c(cc3C2)OCCCO4)cc1C
Frontier orbital gap   7.9197 eV
Net charge   0
E_HOMO   -7.60 eV
E_LUMO   0.0116 Eh

The Mulliken scheme yields these atomic charges, measured in e: number 1, C, carries -1.43; number 2, C, carries 0.86; number 3, C, carries -0.75; number 4, C, carries -0.42; number 5, C, carries 0.86; number 6, N, carries -0.06; number 7, C, carries 0.46; number 8, O, carries -0.76; number 9, C, carries -0.74; number 10, N, carries 0.01; number 11, C, carries -1.18; number 12, C, carries -1.08; number 13, C, carries 0.45; number 14, C, carries -0.54; number 15, C, carries 0.41; number 16, C, carries 0.18; number 17, C, carries -0.77; number 18, C, carries 1.05; number 19, C, carries -2.04; number 20, O, carries -0.35; number 21, C, carries -0.35; number 22, C, carries -0.21; number 23, C, carries -1.26; number 24, O, carries -0.38; number 25, C, carries -1.72; number 26, C, carries 0.34; number 27, C, carries -1.12; number 28, H, carries 0.42; number 29, H, carries 0.25; number 30, H, carries 0.29; number 31, H, carries 0.08; number 32, H, carries 0.12; number 33, H, carries 0.04; number 34, H, carries 1.04; number 35, H, carries 0.06; number 36, H, carries 0.34; number 37, H, carries 0.72; number 38, H, carries 0.24; number 39, H, carries 0.57; number 40, H, carries 0.09; number 41, H, carries 0.25; number 42, H, carries 0.61; number 43, H, carries 0.84; number 44, H, carries 0.24; number 45, H, carries 0.27; number 46, H, carries 0.23; number 47, H, carries 0.37; number 48, H, carries 0.17; number 49, H, carries 0.90; number 50, H, carries 1.56; number 51, H, carries 0.29; number 52, H, carries 0.27; number 53, H, carries 0.27



DFT (ωB97M-V/def2-TZVPD) results for C27H23F10N4NbOS as an isolated structure in a non-equilibrium geometry.

```
67
C27H23F10N4NbOS, DFT ωB97M-V/def2-TZVPD
Nb 0.49 -0.03 -0.81
C 3.52 -0.76 -2.16
N 2.85 0.07 -1.12
C 3.33 -0.42 0.22
C 2.49 0.18 1.35
N 1.06 -0.04 1.14
C 0.19 0.12 2.20
C 0.56 0.49 3.54
F 1.81 0.99 3.85
C -0.36 0.32 4.57
F 0.04 0.61 5.84
C -1.69 -0.06 4.39
F -2.54 -0.26 5.42
C -2.06 -0.32 3.06
F -3.30 -0.81 2.84
C -1.13 -0.24 2.04
F -1.51 -0.65 0.80
C 3.26 1.55 -1.30
C 2.19 2.15 -2.21
N 0.85 1.78 -1.69
C -0.03 2.84 -1.33
C -1.09 3.28 -2.18
F -1.49 2.54 -3.28
C -1.78 4.46 -1.92
F -2.94 4.76 -2.57
C -1.44 5.32 -0.88
F -2.15 6.44 -0.64
C -0.33 4.95 -0.09
F -0.03 5.73 0.95
C 0.32 3.74 -0.28
F 1.39 3.54 0.53
H 4.59 -0.62 -2.11
H 3.30 -1.81 -1.96
H 3.17 -0.50 -3.17
H 3.31 -1.51 0.22
H 4.39 -0.14 0.36
H 2.77 -0.30 2.30
H 2.70 1.26 1.46
H 3.31 2.05 -0.31
H 4.28 1.52 -1.71
H 2.29 3.26 -2.25
H 2.28 1.69 -3.23
C -3.29 -1.30 -2.03
S -2.74 0.30 -2.53
C -3.69 1.40 -1.41
O -1.25 0.29 -1.55
H -4.36 -1.49 -2.29
H -3.12 -1.37 -0.93
H -2.65 -2.05 -2.50
H -4.75 1.32 -1.71
H -3.39 2.42 -1.57
H -3.55 1.09 -0.37
C 0.48 -2.16 -1.47
C 0.09 -3.14 -0.47
C -1.25 -3.70 -0.41
C -1.57 -4.50 0.65
C -0.69 -4.76 1.70
C 0.63 -4.31 1.60
C 0.99 -3.48 0.57
C -1.21 -5.35 2.87
N -1.71 -5.93 3.73
H -0.19 -2.08 -2.34
H 1.51 -2.37 -1.81
H -1.95 -3.54 -1.25
H -2.55 -4.95 0.70
H 1.34 -4.53 2.38
H 1.99 -3.02 0.57
```

Properties
Frontier orbital gap   5.8450 eV
Net charge   +2
E_HOMO   -13.98 eV
E_LUMO   -0.2991 Eh

The Mulliken scheme yields these atomic charges, measured in e: number 1, Nb, carries -0.21; number 2, C, carries -1.45; number 3, N, carries 0.62; number 4, C, carries -1.44; number 5, C, carries -0.81; number 6, N, carries 1.36; number 7, C, carries -0.31; number 8, C, carries -0.07; number 9, F, carries -0.29; number 10, C, carries 0.31; number 11, F, carries -0.26; number 12, C, carries 0.37; number 13, F, carries -0.23; number 14, C, carries -0.17; number 15, F, carries -0.29; number 16, C, carries 0.39; number 17, F, carries 0.41; number 18, C, carries -0.85; number 19, C, carries -0.77; number 20, N, carries 0.01; number 21, C, carries 1.00; number 22, C, carries -0.55; number 23, F, carries -0.45; number 24, C, carries 0.39; number 25, F, carries -0.32; number 26, C, carries 0.49; number 27, F, carries -0.24; number 28, C, carries 0.25; number 29, F, carries -0.27; number 30, C, carries 0.26; number 31, F, carries -0.29; number 32, H, carries 0.40; number 33, H, carries 0.54; number 34, H, carries 0.33; number 35, H, carries 0.31; number 36, H, carries 0.43; number 37, H, carries 0.72; number 38, H, carries 0.54; number 39, H, carries 0.37; number 40, H, carries 0.36; number 41, H, carries 0.41; number 42, H, carries 0.49; number 43, C, carries -0.51; number 44, S, carries 0.32; number 45, C, carries -0.45; number 46, O, carries -0.59; number 47, H, carries 0.56; number 48, H, carries 0.04; number 49, H, carries 0.29; number 50, H, carries 0.50; number 51, H, carries 0.06; number 52, H, carries 0.19; number 53, C, carries -1.31; number 54, C, carries 1.18; number 55, C, carries -0.58; number 56, C, carries -0.93; number 57, C, carries 0.46; number 58, C, carries -1.18; number 59, C, carries 0.20; number 60, C, carries -0.16; number 61, N, carries -0.42; number 62, H, carries 0.70; number 63, H, carries 0.31; number 64, H, carries 0.49; number 65, H, carries 0.52; number 66, H, carries 0.52; number 67, H, carries 0.29



DFT (ωB97M-V/def2-TZVPD) results for C72H59BrIrN4O6P3S2Si as an isolated structure in a non-equilibrium geometry.

```
149
C72H59BrIrN4O6P3S2Si, DFT ωB97M-V/def2-TZVPD
Ir 0.15 -0.41 0.19
C 3.85 4.13 3.57
C 4.65 3.42 2.69
C 4.16 2.30 2.04
C 2.86 1.86 2.29
C 2.06 2.58 3.18
C 2.55 3.71 3.81
P 2.25 0.25 1.62
C 3.73 -0.38 0.80
C 4.13 0.30 -0.34
C 5.30 -0.07 -0.99
C 6.08 -1.11 -0.49
C 5.67 -1.79 0.65
C 4.49 -1.43 1.29
C 2.06 -0.63 3.22
C 3.16 -0.80 4.07
C 3.00 -1.47 5.28
C 1.74 -1.93 5.66
C 0.64 -1.70 4.84
C 0.79 -1.04 3.62
Si -0.63 -0.52 2.52
C -0.94 1.16 3.22
C -1.01 1.40 4.60
C -1.11 2.70 5.08
C -1.13 3.76 4.18
C -1.05 3.52 2.82
C -0.96 2.21 2.34
P -0.85 1.85 0.56
C -0.07 3.41 0.11
C -0.82 4.53 -0.20
C -0.18 5.76 -0.34
C 1.19 5.86 -0.17
C 1.94 4.73 0.12
C 1.32 3.50 0.25
C -2.61 1.93 0.10
C -2.99 1.88 -1.24
C -4.32 1.98 -1.61
C -5.30 2.09 -0.63
C -4.95 2.09 0.71
C -3.61 2.02 1.08
C -2.24 -1.43 2.74
C -3.06 -1.23 3.86
C -4.30 -1.84 3.95
C -4.74 -2.67 2.93
C -3.95 -2.86 1.80
C -2.71 -2.23 1.71
P -1.71 -2.35 0.20
C -1.07 -4.06 0.15
C -0.06 -4.34 -0.77
C 0.43 -5.64 -0.89
C -0.09 -6.65 -0.09
C -1.09 -6.37 0.83
C -1.58 -5.07 0.95
C -3.04 -2.45 -1.05
C -3.14 -3.49 -1.96
C -4.17 -3.52 -2.89
C -5.11 -2.49 -2.91
C -5.01 -1.45 -2.01
C -3.98 -1.42 -1.08
H 4.24 5.01 4.08
H 5.67 3.74 2.50
H 4.80 1.76 1.35
H 1.06 2.24 3.40
H 1.92 4.24 4.51
H 3.53 1.10 -0.75
H 5.60 0.45 -1.89
H 6.99 -1.40 -0.99
H 6.27 -2.60 1.04
H 4.17 -1.97 2.17
H 4.13 -0.42 3.80
H 3.85 -1.61 5.93
H 1.61 -2.45 6.60
H -0.35 -2.03 5.15
H -0.94 0.57 5.30
H -1.15 2.88 6.15
H -1.19 4.78 4.55
H -1.05 4.36 2.14
H -1.90 4.46 -0.31
H -0.77 6.63 -0.59
H 1.68 6.82 -0.29
H 3.02 4.80 0.22
H 1.90 2.61 0.46
H -2.23 1.77 -2.00
H -4.58 1.97 -2.66
H -6.35 2.16 -0.92
H -5.71 2.16 1.47
H -3.35 2.04 2.13
H -2.73 -0.57 4.65
H -4.93 -1.67 4.82
H -5.71 -3.16 2.99
H -4.32 -3.47 0.99
H 0.38 -3.55 -1.37
H 1.22 -5.85 -1.59
H 0.30 -7.66 -0.17
H -1.50 -7.15 1.45
H -2.36 -4.86 1.67
H -2.42 -4.30 -1.94
H -4.24 -4.34 -3.58
H -5.92 -2.52 -3.63
H -5.74 -0.65 -2.02
H -3.91 -0.60 -0.36
N -3.07 7.17 -5.52
C -2.22 6.15 -5.12
C -0.86 6.18 -5.46
C -0.01 5.18 -5.03
C -0.50 4.13 -4.24
C -1.84 4.09 -3.91
C -2.70 5.10 -4.33
S 0.67 2.87 -3.85
O 0.86 2.14 -5.08
O 1.82 3.51 -3.29
N -0.03 1.95 -2.69
C -0.36 0.69 -2.91
S -0.71 -0.01 -4.52
C -1.03 -1.55 -3.83
C -0.85 -1.51 -2.52
N -0.55 -0.26 -1.96
H -2.76 7.78 -6.25
H -4.06 7.03 -5.46
H -0.48 7.00 -6.06
H 1.04 5.20 -5.29
H -2.22 3.28 -3.31
H -3.75 5.07 -4.05
H -1.27 -2.43 -4.42
H -0.91 -2.37 -1.89
Br 3.28 -3.97 -1.42
C 2.70 -3.27 -3.08
C 2.69 -4.16 -4.14
C 2.37 -3.72 -5.42
C 2.14 -2.37 -5.63
C 2.17 -1.48 -4.57
C 2.40 -1.92 -3.27
C 2.17 -0.85 -2.20
O 2.40 0.31 -2.50
O 1.69 -1.24 -1.04
H 2.93 -5.21 -3.98
H 2.34 -4.42 -6.24
H 1.92 -2.00 -6.63
H 2.01 -0.43 -4.73
N 2.23 -5.39 3.37
C 2.41 -4.65 2.12
C 1.30 -3.62 1.97
O 0.24 -3.84 2.73
O 1.37 -2.68 1.21
H 2.71 -6.28 3.35
H 0.46 -4.65 3.25
H 2.60 -4.86 4.15
H 2.29 -5.33 1.27
H 3.37 -4.15 2.00
```

Properties
Energy relative to the best compared isomer or geometry (same formula, charge and spin)   0.0 kJ/mol
Frontier orbital gap (spin up / spin down)   5.9560 / 5.3889 eV
Net charge   +1
E_HOMO (spin up / spin down)   -9.34 / -9.34 eV
2S+1   2
E_LUMO (spin up / spin down)   -0.1243 / -0.1451 Eh

Atomic partial charges in e from the Mulliken method, atoms 1 to 99: number 1, Ir, carries 3.39; number 2, C, carries -0.94; number 3, C, carries -0.84; number 4, C, carries -0.68; number 5, C, carries 0.50; number 6, C, carries 0.75; number 7, C, carries -0.74; number 8, P, carries 0.49; number 9, C, carries 1.91; number 10, C, carries -1.10; number 11, C, carries -0.55; number 12, C, carries -1.06; number 13, C, carries -1.06; number 14, C, carries -1.02; number 15, C, carries 0.04; number 16, C, carries -0.28; number 17, C, carries -1.11; number 18, C, carries -1.05; number 19, C, carries 0.34; number 20, C, carries 0.30; number 21, Si, carries -0.07; number 22, C, carries 0.78; number 23, C, carries 0.19; number 24, C, carries -1.31; number 25, C, carries -1.13; number 26, C, carries -0.24; number 27, C, carries -0.66; number 28, P, carries 1.29; number 29, C, carries 0.67; number 30, C, carries 0.08; number 31, C, carries -1.01; number 32, C, carries -0.91; number 33, C, carries -0.87; number 34, C, carries 0.33; number 35, C, carries 0.14; number 36, C, carries 0.83; number 37, C, carries -0.75; number 38, C, carries -0.82; number 39, C, carries -0.94; number 40, C, carries -0.62; number 41, C, carries 0.95; number 42, C, carries -0.15; number 43, C, carries -1.08; number 44, C, carries -1.13; number 45, C, carries -0.18; number 46, C, carries -0.54; number 47, P, carries 2.46; number 48, C, carries 0.68; number 49, C, carries 1.07; number 50, C, carries -0.96; number 51, C, carries -0.96; number 52, C, carries -0.80; number 53, C, carries -1.04; number 54, C, carries 0.49; number 55, C, carries -0.39; number 56, C, carries -0.63; number 57, C, carries -0.95; number 58, C, carries -0.75; number 59, C, carries -0.58; number 60, H, carries 0.42; number 61, H, carries 0.46; number 62, H, carries 0.31; number 63, H, carries -0.39; number 64, H, carries 0.53; number 65, H, carries 0.36; number 66, H, carries 0.54; number 67, H, carries 0.39; number 68, H, carries 0.43; number 69, H, carries 0.58; number 70, H, carries 0.61; number 71, H, carries 0.44; number 72, H, carries 0.47; number 73, H, carries 0.54; number 74, H, carries 0.49; number 75, H, carries 0.45; number 76, H, carries 0.49; number 77, H, carries 0.52; number 78, H, carries 0.47; number 79, H, carries 0.47; number 80, H, carries 0.40; number 81, H, carries 0.53; number 82, H, carries -0.30; number 83, H, carries -0.31; number 84, H, carries 0.65; number 85, H, carries 0.44; number 86, H, carries 0.47; number 87, H, carries 0.47; number 88, H, carries 0.47; number 89, H, carries 0.51; number 90, H, carries 0.46; number 91, H, carries 0.63; number 92, H, carries -0.45; number 93, H, carries 0.55; number 94, H, carries 0.41; number 95, H, carries 0.41; number 96, H, carries 0.40; number 97, H, carries 0.42; number 98, H, carries 0.47; number 99, H, carries 0.40



DFT (ωB97M-V/def2-TZVPD) results for the molecule C16H17NO5 in a non-equilibrium geometry.

```
39
C16H17NO5, DFT ωB97M-V/def2-TZVPD
C -4.61 -0.64 -0.32
C -3.53 0.42 -0.53
O -2.33 -0.13 -1.04
C -1.43 -0.71 -0.21
C -1.59 -0.90 1.16
C -0.56 -1.50 1.87
C 0.61 -1.89 1.27
C 0.78 -1.67 -0.10
O 2.00 -2.04 -0.60
C 2.37 -1.66 -1.91
C 2.96 -0.23 -1.97
O 2.04 0.76 -1.57
C 1.86 1.07 -0.28
C 2.69 0.67 0.77
C 2.42 1.04 2.08
C 1.32 1.82 2.39
C 0.48 2.22 1.37
C 0.74 1.86 0.05
N -0.20 2.31 -0.94
O -1.27 2.72 -0.54
O 0.12 2.27 -2.11
C -0.24 -1.09 -0.83
H -5.52 -0.16 0.02
H -4.81 -1.15 -1.26
H -4.30 -1.38 0.41
H -3.33 0.97 0.39
H -3.84 1.13 -1.29
H -2.48 -0.60 1.67
H -0.69 -1.66 2.93
H 1.41 -2.35 1.82
H 3.16 -2.36 -2.21
H 1.54 -1.75 -2.60
H 3.18 0.00 -3.02
H 3.89 -0.18 -1.39
H 3.54 0.04 0.58
H 3.09 0.71 2.86
H 1.12 2.11 3.41
H -0.39 2.82 1.57
H -0.16 -0.88 -1.89
```

Properties
Energy relative to the best compared isomer or geometry (same formula, charge and spin)   528.8 kJ/mol
SMILES   CCOc1cccc(OCCOc2ccccc2[N+](=O)[O-])c1
Frontier orbital gap   8.1172 eV
Net charge   0
E_HOMO   -8.21 eV
E_LUMO   -0.0032 Eh

The Mulliken scheme yields these atomic charges, measured in e: number 1, C, carries -1.21; number 2, C, carries -0.42; number 3, O, carries -0.37; number 4, C, carries 0.21; number 5, C, carries -0.46; number 6, C, carries -0.95; number 7, C, carries -0.61; number 8, C, carries 0.52; number 9, O, carries -0.45; number 10, C, carries -0.51; number 11, C, carries -0.49; number 12, O, carries -0.39; number 13, C, carries 1.18; number 14, C, carries -0.58; number 15, C, carries -0.68; number 16, C, carries -0.68; number 17, C, carries -0.49; number 18, C, carries -0.09; number 19, N, carries 1.22; number 20, O, carries -0.67; number 21, O, carries -0.65; number 22, C, carries 0.15; number 23, H, carries 0.39; number 24, H, carries 0.32; number 25, H, carries 0.32; number 26, H, carries 0.31; number 27, H, carries 0.44; number 28, H, carries 0.44; number 29, H, carries 0.38; number 30, H, carries 0.48; number 31, H, carries 0.44; number 32, H, carries 0.28; number 33, H, carries 0.43; number 34, H, carries 0.34; number 35, H, carries 0.23; number 36, H, carries 0.41; number 37, H, carries 0.41; number 38, H, carries 0.49; number 39, H, carries 0.31